Record 1
Density functional theory data (wB97M-V/def2-TZVPD) for a molecular structure, C46H80AuN6OPSSi2Te.

Element x y z (Å)
1 Au -0.22967 0.82854 -0.64347
2 Te 0.61800 -2.68177 0.23061
3 S -2.88239 1.07241 -0.64839
4 P -0.21280 4.28447 -1.36624
5 Si -1.31597 0.28096 2.97600
6 Si 3.18239 0.45790 -1.44649
7 O 0.84335 -2.28120 -2.93646
8 N 1.99166 0.57063 -0.16390
9 N -4.99077 -0.45247 -0.28042
10 N -0.40691 -1.34881 -1.23289
11 N 0.01222 0.50114 1.89220
12 N 0.14128 2.81104 -1.16646
13 N -3.18221 -1.50630 -1.22678
14 C -1.11982 -3.91912 0.47588
15 C 3.70426 -5.10521 2.37140
16 C 1.74649 1.07576 3.48749
17 C 4.59019 1.70558 -1.22575
18 C 1.31767 6.63474 -2.31319
19 C -0.83494 -0.69514 -3.52664
20 C -2.69965 -4.88049 2.03778
21 C 3.06238 1.04126 3.83927
22 C 1.27773 -5.80488 -1.07518
23 C 4.02718 0.65892 2.88309
24 C -1.37056 4.60366 -2.85494
25 C 3.65421 0.43390 1.58914
26 C -0.57316 4.26791 -4.12361
27 C -2.45364 4.75974 0.28170
28 C 1.41303 5.21820 -1.74126
29 C -1.95947 6.00703 -3.00935
30 C -0.89881 6.67534 0.22817
31 C -0.97446 5.14744 0.16615
32 C -3.71995 -0.40094 -0.73657
33 C -3.14395 -4.99610 -0.28620
34 C -0.02711 -1.51418 -2.51643
35 C 3.77544 -6.32985 1.71984
36 C 1.27521 0.71884 2.17731
37 C 2.30456 0.57573 1.12669
38 C -4.86142 -5.93817 1.29946
39 C -0.64666 -3.88476 2.98753
40 C 2.86027 -2.78560 2.68953
41 C 2.23139 4.35302 -2.70418
42 C -1.50047 -4.22252 1.79891
43 C 2.96983 -6.52598 0.61021
44 C -1.61116 -4.17684 -2.03196
45 C 4.71598 -7.40138 2.20274
46 C -2.35903 1.83409 3.12073
47 C -3.55181 -5.25729 1.00823
48 C 2.22626 5.25526 -0.43801
49 C 2.40879 0.88000 -3.09543
50 C -1.93917 -4.34778 -0.57589
51 C 2.83612 -4.10054 1.95497
52 C -2.50305 3.57147 -2.80351
53 C -2.33946 -1.16246 2.34243
54 C 3.88031 -1.28580 -1.53540
55 C 1.98707 -4.34278 0.86437
56 C -5.85210 -1.59948 -0.45309
57 C -0.87472 -0.22610 4.74949
58 C -0.27534 4.55495 1.40065
59 C 2.08670 -5.54415 0.16332
60 H 2.17913 3.31550 -2.38287
61 H -1.80098 2.61124 3.64616
62 H -4.70821 -6.86203 1.85946
63 H -3.27678 1.63696 3.67975
64 H 3.36555 1.29388 4.84803
65 H 1.65133 -6.68449 -1.59984
66 H 4.43341 -7.74952 3.19860
67 H 1.85069 5.98309 0.27783
68 H 0.22616 -4.53991 3.03198
69 H -0.07051 3.49268 1.26058
70 H -0.49373 0.33967 -3.52330
71 H -1.74274 -0.71522 5.19903
72 H -2.48626 6.06335 -3.96849
73 H 3.65436 -2.78210 3.43669
74 H -2.07876 -1.38652 1.31255
75 H -1.89450 -0.68499 -3.26502
76 H -1.21598 -4.00069 3.91001
77 H -1.41136 7.00982 1.13693
78 H 3.16512 1.32488 -3.74644
79 H 4.70895 -8.26011 1.53178
80 H -3.07613 5.26217 -0.45629
81 H -3.41082 -0.95852 2.39149
82 H -2.68498 6.23914 -2.23192
83 H -2.60096 3.68700 0.18709
84 H 4.41220 0.15289 0.87423
85 H 0.13264 5.05233 -4.39252
86 H 1.60755 1.60767 -2.95553
87 H -3.76725 -5.31532 -1.11636
88 H -3.63566 -2.39853 -1.10295
89 H -2.98890 3.52660 -3.78323
90 H -2.10458 2.58383 -2.57579
91 H -2.14345 -2.05633 2.93736
92 H 1.91619 -2.58410 3.19684
93 H -1.20005 6.78676 -3.00807
94 H 2.00855 -0.00282 -3.58810
95 H -0.55887 -3.98621 -2.20191
96 H 1.32519 -4.94799 -1.75024
97 H -5.50956 -5.29808 1.90154
98 H -1.39302 7.15233 -0.61757
99 H -2.63243 2.21989 2.13917
100 H 5.06688 0.55831 3.16922
101 H -0.04552 -0.93632 4.76645
102 H -0.02975 3.33031 -4.00352
103 H -0.68851 -1.12046 -4.51875
104 H -5.38879 -6.18436 0.37816
105 H 5.73974 -7.02843 2.26582
106 H -2.16434 -3.34352 -2.47126
107 H 2.24292 4.27043 0.03002
108 H -0.60323 0.61578 5.38591
109 H -0.27917 -2.85996 2.93096
110 H 3.25614 5.53638 -0.67618
111 H -5.39167 0.44226 -0.05724
112 H 4.25916 -1.65500 -0.58037
113 H 3.03681 -7.46175 0.06338
114 H -6.01406 -1.83973 -1.50875
115 H 2.32592 7.06038 -2.35970
116 H -2.13247 -1.48996 -1.41241
117 H 0.12216 7.04653 0.28285
118 H 4.25504 2.69073 -1.54418
119 H 4.95672 1.79940 -0.20632
120 H 1.00413 1.36068 4.21793
121 H 1.89038 4.41516 -3.73484
122 H 3.08935 -1.95952 -1.87198
123 H 0.71014 7.30416 -1.70742
124 H 5.43041 1.41993 -1.86399
125 H -2.97768 -5.09800 3.06364
126 H -1.89581 -5.08099 -2.57500
127 H -0.92588 4.66883 2.26990
128 H 4.35137 -4.91896 3.22316
129 H -2.81542 5.05594 1.27105
130 H -1.26948 4.15339 -4.95915
131 H 3.27362 4.68445 -2.68069
132 H 4.69277 -1.33682 -2.26423
133 H 0.22777 -5.97499 -0.82835
134 H 0.92238 6.64040 -3.32861
135 H -6.81323 -1.38635 0.00895
136 H 0.66399 5.05549 1.62578
137 H -5.43370 -2.47805 0.04508
138 H -3.26685 3.80306 -2.06675
139 H 3.03789 -1.94888 2.01348

The HOMO energy (alpha / beta) is -3.691 / -4.382 eV. Its charge is -1. The multiplicity is 4.


Record 2
Density functional theory data (wB97M-V/def2-TZVPD) for 12 unconnected molecules or ions with the total composition C46H80Br2N4O7 in a non-equilibrium geometry.

Element x y z (Å)
1 Br 6.40775 -25.47294 -17.82062
2 Br 2.83321 -27.80520 -19.71107
3 O 10.91281 -25.97421 -25.59974
4 O 2.95253 -19.51624 -26.60320
5 O -0.26195 -27.74891 -22.79818
6 O 9.67452 -23.97243 -19.30939
7 O 9.67233 -21.58219 -24.80712
8 O 2.82783 -23.93335 -23.71930
9 O -1.05572 -22.87520 -20.41245
10 N 7.21846 -28.92301 -20.44988
11 N 0.74246 -17.75057 -23.98120
12 N 4.95015 -26.56698 -27.10890
13 N 4.99912 -23.76198 -29.25670
14 C 6.08033 -27.76795 -22.03135
15 C 5.16845 -23.22829 -28.01944
16 C 8.65957 -20.93366 -24.01655
17 C 9.25133 -26.15408 -24.05747
18 C 5.32557 -28.79441 -21.56342
19 C 0.05458 -27.96004 -25.05376
20 C 5.57903 -28.42716 -26.09508
21 C 2.84350 -18.49374 -27.58559
22 C 0.78823 -16.70125 -23.06239
23 C 1.19543 -18.93079 -23.36153
24 C 3.82298 -27.36192 -27.03566
25 C 5.02213 -24.29930 -24.23362
26 C 9.73764 -20.96820 -26.14591
27 C 3.20647 -22.68346 -24.29295
28 C 4.31907 -19.51135 -26.12837
29 C 8.92199 -24.83784 -20.12337
30 C 1.27823 -27.27653 -24.41338
31 C 0.96015 -23.20914 -19.35677
32 C 1.25318 -17.24568 -21.88733
33 C 4.18951 -26.44929 -19.35404
34 C -0.04011 -22.08023 -19.76271
35 C 0.88677 -24.09323 -20.54747
36 C 0.68243 -26.66107 -23.14410
37 C 8.88094 -22.79377 -19.08482
38 C 7.86623 -19.99649 -24.93400
39 C 9.19013 -24.78032 -24.74850
40 C 8.00836 -22.60963 -20.26116
41 C 7.31046 -27.94674 -21.41975
42 C 5.06399 -26.87723 -18.15136
43 C 6.42986 -23.60426 -27.55270
44 C 4.74726 -22.79213 -24.25489
45 C 3.81929 -17.33437 -27.11167
46 C 7.98805 -23.95461 -20.98856
47 C 6.99290 -24.39523 -28.49503
48 C 5.97479 -27.21284 -26.56161
49 C 4.20375 -28.50053 -26.36923
50 C 6.00709 -29.45893 -20.61673
51 C -0.93339 -28.13795 -23.92756
52 C 10.57224 -26.82173 -24.52759
53 C 3.94041 -24.63320 -23.25529
54 C 6.12826 -24.47329 -29.57266
55 C 1.55250 -18.64127 -22.04979
56 C 4.58138 -17.97421 -25.94967
57 C -0.49074 -23.95435 -21.09907
58 C 8.32210 -20.45388 -26.28049
59 C 10.00410 -24.99869 -26.01356
60 H 1.48759 -16.72558 -20.97030
61 H 2.99092 -18.88412 -28.59255
62 H 0.40312 -17.66005 -24.92817
63 H 2.03220 -28.00441 -24.11367
64 H 5.76516 -30.36995 -20.08956
65 H 0.29815 -21.27764 -20.41809
66 H 4.33089 -29.05958 -21.89007
67 H -0.43884 -23.79360 -22.17591
68 H 8.37569 -26.77722 -24.23926
69 H 4.23440 -23.58645 -29.89269
70 H 1.50163 -23.53795 -21.25578
71 H 2.73529 -21.94769 -23.64124
72 H 8.23787 -22.94613 -18.21802
73 H -1.09651 -24.82241 -20.83906
74 H 3.51756 -29.26314 -26.03163
75 H 4.97385 -24.85523 -25.16994
76 H 1.18541 -19.88939 -23.85890
77 H 5.06993 -25.68525 -27.58671
78 H 5.63533 -27.76694 -18.41608
79 H 4.52130 -27.03333 -17.21904
80 H 6.78638 -20.13588 -24.88308
81 H 7.92887 -21.57420 -23.52269
82 H 8.09702 -18.93130 -24.94857
83 H 4.41646 -22.54822 -27.64739
84 H 6.23993 -24.88569 -30.56456
85 H 9.71433 -23.97531 -24.23346
86 H 0.30680 -25.65241 -23.31619
87 H 8.25184 -27.41806 -21.44644
88 H 7.65566 -21.26860 -26.56367
89 H 2.95377 -22.62252 -25.35150
90 H 8.49306 -25.63161 -19.51178
91 H 6.00114 -24.57831 -23.84400
92 H 5.62914 -17.67404 -25.96325
93 H 3.71704 -25.47749 -19.21101
94 H 2.87674 -26.99157 -27.40158
95 H -0.46002 -21.66156 -18.84811
96 H 2.01296 -19.20384 -21.25111
97 H 10.45511 -24.06150 -26.33973
98 H 1.85817 -26.60445 -25.04590
99 H 8.47277 -23.93147 -21.96457
100 H 9.32933 -25.34387 -26.79691
101 H 4.13073 -17.60291 -25.02926
102 H 9.58437 -25.27103 -20.87284
103 H 8.14602 -24.49157 -24.86923
104 H 6.12275 -29.22846 -25.61687
105 H 7.95204 -29.20058 -19.81356
106 H 1.42428 -26.53892 -22.35490
107 H 3.71858 -25.69521 -23.15027
108 H 10.40420 -27.83822 -24.88340
109 H 8.30803 -19.71411 -27.08089
110 H 6.96363 -26.78228 -26.50493
111 H 5.12637 -22.31370 -23.35185
112 H 1.94976 -22.91024 -19.01119
113 H 8.39011 -21.86290 -20.95741
114 H 7.95758 -24.87347 -28.41084
115 H 9.47516 -21.90888 -18.85685
116 H 0.41875 -23.69228 -18.54340
117 H 0.50845 -28.87500 -25.43448
118 H 1.24027 -25.12326 -20.50077
119 H 5.19572 -22.37153 -25.15494
120 H 6.91671 -23.34962 -26.62290
121 H 1.81837 -18.13623 -27.68251
122 H 4.96944 -19.97075 -26.87273
123 H 3.30915 -16.40483 -26.85908
124 H 4.52543 -17.08639 -27.90411
125 H -1.82396 -27.51831 -24.03255
126 H 5.78252 -26.98834 -22.71685
127 H 9.93533 -21.59175 -27.01781
128 H -0.33208 -27.41213 -25.91307
129 H 6.96918 -24.33344 -21.06903
130 H 0.53414 -15.71076 -23.40990
131 H 4.75900 -26.41920 -20.28296
132 H 11.33393 -26.88831 -23.75073
133 H 4.17741 -20.14624 -25.25375
134 H 10.39923 -20.10280 -26.10735
135 H 6.99118 -22.22984 -20.16520
136 H -1.11810 -29.21199 -23.90694
137 H 9.29666 -25.95733 -22.98633
138 H 4.19043 -24.28569 -22.25288
139 H 9.13351 -20.32861 -23.24364

The HOMO energy is -8.153 eV. Its SMILES is c1cc[nH]c1.c1cc[nH]c1.c1cc[nH]c1.c1cc[nH]c1.C1CCOC1.C1CCOC1.C1CCOC1.C1CCOC1.C1CCOC1.C1CCOC1.C1CCOC1.BrCCBr.


Record 3
Density functional theory data (wB97M-V/def2-TZVPD) for 11 unconnected molecules or ions with the total composition C46H80F16O11 in a non-equilibrium geometry.

Element x y z (Å)
1 F -0.61464 -5.21855 0.77922
2 F 1.65887 0.40648 1.68006
3 F -1.27470 -2.75931 5.79629
4 F 1.80724 -3.01717 0.55165
5 F -0.53575 -7.25899 0.54345
6 F 0.40362 -2.11567 1.92462
7 F -1.82669 -3.97261 3.47344
8 F 1.91344 -7.32562 2.05232
9 F 3.27270 -1.11708 2.02178
10 F -2.91669 -1.74106 -1.45431
11 F -1.94120 -0.09008 -0.57247
12 F -0.29130 -1.82440 -3.15689
13 F -1.87854 -0.30518 -3.51870
14 F -2.17510 -5.41417 5.07853
15 F 0.69180 -3.14904 4.76646
16 F 2.10150 -5.99323 0.42937
17 O 4.37894 -0.44504 6.25920
18 O -4.36459 2.24804 -6.28732
19 O 4.25038 -4.51792 3.24504
20 O -0.29987 -5.60991 3.79230
21 O 5.01175 4.77297 0.74425
22 O -6.07264 -3.44050 1.25702
23 O -1.24854 3.72319 -6.00118
24 O -5.25669 3.79550 -1.93075
25 O 2.04616 0.15599 -2.06993
26 O 0.42578 -1.50371 -0.24738
27 O -1.46852 4.26783 -1.20336
28 C 4.06147 0.60165 7.18294
29 C 2.73594 -0.52131 -3.15479
30 C 6.43866 -5.28940 3.16471
31 C 6.41712 -3.98074 3.80701
32 C -5.34487 -1.21354 1.07152
33 C -1.71759 -1.21824 -1.27939
34 C -6.33957 1.81977 -1.50282
35 C 3.41402 3.41765 1.63709
36 C -5.14322 0.20668 -7.06460
37 C 2.92593 1.06465 5.18995
38 C 3.72714 1.74312 6.24525
39 C -0.45741 -3.72912 5.32747
40 C -3.95379 0.93370 -6.49355
41 C -4.98108 -3.34294 2.11893
42 C -0.77372 -2.22830 -0.52407
43 C -5.78279 2.41172 -6.24386
44 C -0.78590 -6.49125 2.74662
45 C -1.24233 -4.68278 4.39202
46 C 0.80958 3.02419 -4.99458
47 C 4.70573 2.76843 1.95222
48 C -4.64061 -1.88071 2.22820
49 C -1.60641 3.19314 -4.77486
50 C 0.13820 5.07492 0.26453
51 C 1.38924 -6.23504 1.48623
52 C 3.76347 4.82858 1.42525
53 C 4.99234 -3.48749 3.84258
54 C 5.01993 -5.72005 3.39143
55 C -4.97781 1.42285 -2.07749
56 C 2.26370 -0.71960 1.18900
57 C 4.04965 1.33484 -2.24119
58 C -1.17692 3.23156 -0.21454
59 C -0.29727 3.34519 -4.02485
60 C -6.28485 1.21930 -7.04783
61 C -0.16879 -6.31605 1.35150
62 C 5.69452 3.52969 1.04622
63 C -6.13997 3.21040 -0.92410
64 C 0.09957 3.24738 -6.28107
65 C -0.68286 5.46105 -0.93052
66 C -0.62676 4.02124 1.00417
67 C -4.34047 2.73505 -2.42719
68 C -1.04147 -0.87406 -2.63064
69 C 1.24295 -1.83822 0.88932
70 C -5.97049 -2.36686 0.31943
71 C 2.54629 1.50437 -1.95657
72 C 3.86765 -0.16329 4.97827
73 C 4.06684 0.24873 -3.38634
74 H -3.30996 2.70481 -2.07334
75 H 2.11535 -0.41450 -4.04449
76 H 4.47104 0.85970 -1.35532
77 H 1.66133 -5.43536 2.17513
78 H -7.11823 1.86072 -2.26447
79 H -6.02454 2.49061 -5.18394
80 H -5.39958 -0.67618 -6.47898
81 H -0.22004 4.37637 -3.68017
82 H 4.95142 2.97922 2.99304
83 H 2.87857 -1.58166 -2.94644
84 H 6.61029 3.68088 1.61772
85 H -0.63127 -7.46999 3.20079
86 H 3.83648 5.35274 2.37816
87 H 1.16373 2.00125 -4.86698
88 H -7.06570 3.76911 -0.78634
89 H -0.26337 2.69588 -3.15001
90 H 4.69739 2.13253 5.93691
91 H 2.28677 1.91345 -0.98015
92 H -1.47960 4.43679 1.54089
93 H 4.70316 0.09690 4.32840
94 H -5.64885 3.04786 0.03531
95 H -7.26204 0.91518 -6.67271
96 H -3.66894 0.52941 -5.52221
97 H 4.62134 -3.40730 4.86435
98 H 1.66947 3.67508 -4.83636
99 H 1.94595 0.78344 5.57552
100 H 4.96725 0.78889 7.75966
101 H 4.83822 -6.06084 4.41071
102 H -0.05719 3.34598 1.64270
103 H 1.07740 4.66573 -0.10772
104 H 2.94341 2.95855 0.76769
105 H 2.78845 -0.47103 0.26653
106 H -5.00416 -0.03924 -8.11735
107 H 6.78121 -4.08868 4.82871
108 H 4.91338 -0.43503 -3.32363
109 H 4.63823 1.69875 1.75391
110 H -1.32133 -2.49579 0.37964
111 H -5.16345 -3.83141 3.07613
112 H 4.09732 0.76552 -4.34555
113 H -0.13300 -4.31408 6.18810
114 H -0.06094 5.86498 -1.72936
115 H 3.02059 5.31822 0.79558
116 H 2.70297 3.31920 2.45735
117 H -4.84168 -1.47340 3.21904
118 H -6.69882 1.09236 -0.77486
119 H -1.87277 -6.50433 2.66507
120 H -2.08596 2.72361 0.10754
121 H 3.22112 0.42007 7.85296
122 H 5.77386 2.97298 0.11248
123 H 7.09341 -3.33597 3.24576
124 H 7.17777 -5.99430 3.54542
125 H -2.33318 3.84776 -4.29384
126 H 4.68002 -6.49266 2.70176
127 H -0.36125 -0.06976 -2.35047
128 H -0.47686 2.46941 -0.55680
129 H -6.95744 -2.10816 -0.06409
130 H 6.56813 -5.21915 2.08471
131 H -1.36042 6.24433 -0.59068
132 H -4.39389 2.84140 -3.51068
133 H -1.99903 2.18217 -4.88392
134 H 4.71629 -2.55338 3.35337
135 H -5.34292 -2.57045 -0.54821
136 H -6.01827 3.39129 -6.65992
137 H -3.07387 0.85459 -7.13198
138 H -4.54934 -0.73056 0.50412
139 H 0.37386 5.96480 0.84821
140 H -4.38010 0.89394 -1.33513
141 H -5.99530 -0.42444 1.44884
142 H 3.31109 -0.99686 4.54990
143 H 2.76954 1.66544 4.29402
144 H 0.66844 3.81985 -7.01371
145 H 2.14961 2.17088 -2.72240
146 H 0.06194 2.29244 -6.80525
147 H -6.41572 1.59905 -8.06112
148 H 3.20033 2.57539 6.71205
149 H -4.14529 -3.90259 1.69897
150 H 4.49235 2.31994 -2.38850
151 H -0.56484 -3.18373 -1.00535
152 H -3.56427 -1.71945 2.16840
153 H -5.06420 0.77959 -2.95318

The HOMO energy is -9.169 eV. Its SMILES is FC(F)C(F)(F)COC(F)(F)C(F)F.FC(F)C(F)(F)COC(F)(F)C(F)F.C1CCOC1.C1CCOC1.C1CCOC1.C1CCOC1.C1CCOC1.C1CCOC1.C1CCOC1.C1CCOC1.C1CCOC1. For the energy above the lowest of the compared OMol25 structures with the same formula, charge and spin, the calculation gives 0.0 kcal per mole.